Entry 1:
Entry from OMol25: 2 unconnected molecules or ions with the total composition C2H10NOS2 at a distorted geometry (the ωB97M-V functional and the def2-TZVPD basis).

Strongest force on any atom   3.16 eV/A
Charge   +1
Total energy   -1008.28482 Ha
E_HOMO   -13.18 eV
Molar mass   128.24 g/mol
HOMO-LUMO gap   9.59 eV
Energy above the lowest of the compared OMol25 structures with the same formula, charge and spin   141.4 kJ/mol
LUMO energy   -3.586 eV

```
16
C2H10NOS2, DFT the ωB97M-V functional and the def2-TZVPD basis
N 1.1826 0.0341 -0.0911
C -0.2103 -0.4300 0.2140
C -1.0371 0.8297 0.4477
S -0.3384 2.2975 -0.4399
S -1.3681 3.8412 0.3930
H 1.0884 0.8038 -0.8313
H 1.5899 0.6015 0.6803
H 1.7825 -0.6151 -0.4862
H -0.6400 -1.1751 -0.4800
H -0.3360 -0.9483 1.1199
H -0.9765 1.1092 1.4911
H -2.0540 0.7554 -0.0037
H -0.4157 4.1473 1.1782
H 1.2930 -4.1997 -0.9319
H -0.2449 -3.6547 -1.1038
O 0.6849 -3.3967 -1.1563
```

Entry 2:
Entry from OMol25: 2 unconnected molecules or ions with the total composition C2H10NS at a distorted geometry (the ωB97M-V functional and the def2-TZVPD basis).

Strongest force on any atom   1.78 eV/A
Charge   +1
Total energy   -534.86679 Ha
E_HOMO   -12.75 eV
Molar mass   80.18 g/mol
HOMO-LUMO gap   8.81 eV
Energy above the lowest of the compared OMol25 structures with the same formula, charge and spin   57.7 kJ/mol
LUMO energy   -3.934 eV

```
14
C2H10NS, DFT the ωB97M-V functional and the def2-TZVPD basis
N 1.3650 2.0454 1.0849
H 2.1132 1.5931 1.6198
H 0.5366 2.0188 1.6840
H 1.6456 3.0252 1.0110
H 1.1550 1.4565 0.2504
C -1.1252 -1.8124 0.4038
S 0.0305 -0.4079 -0.0104
C -0.5905 0.0281 -1.6279
H -0.7112 -2.1892 1.3278
H -0.9561 -2.5372 -0.3913
H -2.1705 -1.5117 0.2817
H -1.5882 0.4689 -1.4855
H 0.0535 0.8656 -1.9247
H -0.5660 -0.7246 -2.3991
```

Entry 3:
Entry from OMol25: 2 unconnected molecules or ions with the total composition C2H10NS at a distorted geometry (the ωB97M-V functional and the def2-TZVPD basis).

Strongest force on any atom   2.90 eV/A
Charge   +1
Total energy   -534.86254 Ha
E_HOMO   -12.83 eV
Molar mass   80.18 g/mol
HOMO-LUMO gap   8.85 eV
Energy above the lowest of the compared OMol25 structures with the same formula, charge and spin   68.9 kJ/mol
LUMO energy   -3.985 eV

```
14
C2H10NS, DFT the ωB97M-V functional and the def2-TZVPD basis
N 1.0772 1.9390 1.1841
H 0.7467 2.6699 1.8332
H 1.5054 2.4845 0.4356
H 1.6948 1.3599 1.7382
H 0.2482 1.4355 0.7861
C 0.5986 -1.0734 -0.0416
S -1.0320 -0.2587 0.1993
C -1.8056 -1.1119 -1.3620
H 0.5309 -2.1559 -0.0927
H 1.2337 -0.8405 0.8171
H 1.0753 -0.7183 -0.9558
H -2.6994 -1.5931 -0.9816
H -2.0810 -0.2553 -1.9599
H -1.0928 -1.8817 -1.5999
```

Entry 4:
Entry from OMol25: 2 unconnected molecules or ions with the total composition C2H10NS2 at a distorted geometry (the ωB97M-V functional and the def2-TZVPD basis).

Strongest force on any atom   2.73 eV/A
Charge   +1
Total energy   -933.03798 Ha
E_HOMO   -12.87 eV
Molar mass   112.24 g/mol
HOMO-LUMO gap   9.16 eV
Energy above the lowest of the compared OMol25 structures with the same formula, charge and spin   121.4 kJ/mol
LUMO energy   -3.719 eV

```
15
C2H10NS2, DFT the ωB97M-V functional and the def2-TZVPD basis
C 2.5150 1.1435 1.1689
N 2.3998 -0.2001 0.5160
H 3.1889 1.7408 0.5838
H 1.5384 1.5177 1.3495
H 3.0232 1.0829 2.1489
H 2.2020 -0.9160 1.2543
H 3.3139 -0.5623 0.0785
H 1.6645 -0.0123 -0.2290
C -2.3645 -1.0406 0.4039
S -1.1054 -0.9807 -0.9297
S -0.3583 0.9649 -0.2930
H -1.8187 -0.9369 1.2719
H -2.7883 -2.0266 0.3609
H -3.2473 -0.4192 0.4729
H -1.3587 1.5664 -0.7780
```

Entry 5:
Entry from OMol25: a gas-phase ion, C2H10NSi (charge +1) at a distorted geometry (the ωB97M-V functional and the def2-TZVPD basis).

Strongest force on any atom   1.51 eV/A
Charge   +1
Total energy   -426.23364 Ha
SMILES   C[SiH](C)[NH3+]
E_HOMO   -16.23 eV
Molar mass   76.19 g/mol
HOMO-LUMO gap   12.69 eV
Energy above the lowest of the compared OMol25 structures with the same formula, charge and spin   0.0 kJ/mol
LUMO energy   -3.532 eV

```
14
C2H10NSi, DFT the ωB97M-V functional and the def2-TZVPD basis
C -1.7444 -0.3968 -0.3253
Si -0.0930 -0.4440 0.5822
C 1.4732 -1.2081 -0.1338
N 0.5693 1.3069 0.1331
H -2.3193 -1.3062 -0.1780
H -2.3648 0.4237 0.0366
H -1.6251 -0.2678 -1.4013
H -0.1637 -0.3717 2.0329
H 1.5320 -1.1063 -1.2145
H 1.5138 -2.2791 0.0645
H 2.3733 -0.7870 0.3078
H -0.1587 2.0040 -0.0233
H 1.1803 1.6787 0.8620
H 1.1305 1.2611 -0.7195
```

Entry 6:
Entry from OMol25: 3 unconnected molecules or ions with the total composition C2H10O2S at a distorted geometry (the ωB97M-V functional and the def2-TZVPD basis).

Strongest force on any atom   1.95 eV/A
Total energy   -630.83777 Ha
SMILES   CCS.O.O
E_HOMO   -9.10 eV
Molar mass   98.17 g/mol
HOMO-LUMO gap   9.69 eV
Energy above the lowest of the compared OMol25 structures with the same formula, charge and spin   50.5 kJ/mol
LUMO energy   0.593 eV

```
15
C2H10O2S, DFT the ωB97M-V functional and the def2-TZVPD basis
C 1.9484 0.0189 1.3757
C 0.8656 -0.9306 1.8580
S 0.0170 -1.4917 0.3348
H 1.5128 0.9726 1.1022
H 2.5456 -0.2378 0.5073
H 2.6665 0.1881 2.1884
H 1.2739 -1.8072 2.3493
H 0.1471 -0.4385 2.5070
H -1.1936 -1.8652 0.7928
O 2.9843 3.4389 -5.2617
H 3.2257 3.1429 -4.3763
H 2.7408 2.7080 -5.7879
O -6.3948 -1.6039 0.9356
H -6.4387 -1.1571 0.0667
H -5.9006 -0.9374 1.4081
```

Entry 7:
Entry from OMol25: 3 unconnected molecules or ions with the total composition C2H10O2S2 (the ωB97M-V functional and the def2-TZVPD basis).

Strongest force on any atom   0.37 eV/A
Total energy   -1029.05012 Ha
SMILES   CSSC.O.O
E_HOMO   -8.94 eV
Molar mass   130.23 g/mol
HOMO-LUMO gap   9.66 eV
Energy above the lowest of the compared OMol25 structures with the same formula, charge and spin   23.1 kJ/mol
LUMO energy   0.719 eV

```
16
C2H10O2S2, DFT the ωB97M-V functional and the def2-TZVPD basis
C 1.0058 -1.1348 2.1778
S -0.6610 -0.4262 1.9759
S -1.5324 -1.6822 0.6073
C -0.7242 -1.2279 -0.9367
H 1.0291 -2.1069 1.6945
H 1.7235 -0.4588 1.7215
H 1.2053 -1.2537 3.2344
H -0.6138 -2.1245 -1.5447
H -1.2793 -0.4687 -1.4850
H 0.2745 -0.8549 -0.7499
O 0.6615 1.5689 -2.4117
H 0.5557 1.6813 -1.4534
H 1.4842 1.9977 -2.6451
O -0.6991 2.3542 -0.0448
H -1.4561 2.5600 -0.5998
H -0.9737 1.5765 0.4597
```

Entry 8:
Entry from OMol25: 4 unconnected molecules or ions with the total composition C2H10O2S2 at a distorted geometry (the ωB97M-V functional and the def2-TZVPD basis).

Strongest force on any atom   2.73 eV/A
Total energy   -1028.88565 Ha
E_HOMO   -9.23 eV
Molar mass   130.23 g/mol
HOMO-LUMO gap   4.95 eV
Energy above the lowest of the compared OMol25 structures with the same formula, charge and spin   454.9 kJ/mol
LUMO energy   -4.284 eV

```
16
C2H10O2S2, DFT the ωB97M-V functional and the def2-TZVPD basis
C 1.2792 -1.0308 0.9038
S 2.4189 0.0380 0.1147
S -1.6743 0.6418 0.4056
C -0.5442 2.1078 0.4673
H 1.4752 -1.3139 1.9599
H 1.0828 -2.0142 0.4485
H 0.2409 -0.6183 1.0618
H -0.7981 2.6095 1.4027
H -0.7533 2.7099 -0.4162
H 0.4622 1.6791 0.5241
H -0.1846 0.4854 -1.5580
H 1.1282 0.6650 -2.1961
O 0.2009 0.6384 -2.4356
H -1.8554 -2.7189 -0.6854
H -1.2777 -1.4564 0.0566
O -1.2007 -2.4224 -0.0535
```

Entry 9:
Entry from OMol25: a molecular structure, C2H10O3Rb at a distorted geometry (the ωB97M-V functional and the def2-TZVPD basis).

Strongest force on any atom   1.35 eV/A
Charge   +1
Total energy   -331.77755 Ha
E_HOMO   -12.74 eV
Molar mass   167.57 g/mol
HOMO-LUMO gap   8.64 eV
Energy above the lowest of the compared OMol25 structures with the same formula, charge and spin   127.3 kJ/mol
LUMO energy   -4.099 eV

```
16
C2H10O3Rb, DFT the ωB97M-V functional and the def2-TZVPD basis
Rb -0.4734 -1.7279 -2.9329
O 2.5398 2.1570 -1.9499
H 3.4036 1.7473 -1.9028
H 2.7225 3.0910 -2.0522
O 4.4261 -3.2114 -3.8500
H 5.3791 -3.1287 -3.8858
H 4.1225 -2.8530 -4.6840
C -3.0806 0.9971 1.8333
C -2.1656 0.2873 2.8035
O -1.4637 -0.7716 2.0889
H -2.6629 1.7271 1.1401
H -3.7815 1.5306 2.4752
H -3.7721 0.3702 1.2702
H -2.7978 -0.0945 3.6052
H -1.5026 1.0151 3.2714
H -0.8934 -1.1358 2.7697
```

Entry 10:
Entry from OMol25: a molecular structure, C2H10O4Rb (the ωB97M-V functional and the def2-TZVPD basis).

Strongest force on any atom   0.68 eV/A
Charge   +1
Total energy   -407.06016 Ha
E_HOMO   -13.19 eV
Molar mass   183.57 g/mol
HOMO-LUMO gap   9.80 eV
Energy above the lowest of the compared OMol25 structures with the same formula, charge and spin   0.0 kJ/mol
LUMO energy   -3.389 eV

```
17
C2H10O4Rb, DFT the ωB97M-V functional and the def2-TZVPD basis
Rb 1.3243 1.6730 -0.5222
O 3.3683 0.1279 0.5209
H 4.1815 0.5762 0.7898
H 3.2785 -0.6210 1.1255
O 2.1295 3.2659 1.6603
H 1.6367 4.0300 1.9894
H 2.7869 3.0861 2.3442
C -2.5686 -1.6292 -1.0895
C -1.6450 -1.0694 -0.0169
O -0.3865 -0.6345 -0.5784
O -3.0095 -0.6358 -1.9919
H -3.4128 -2.1217 -0.6090
H -2.0182 -2.4279 -1.6144
H -1.4570 -1.8374 0.7442
H -2.0504 -0.1962 0.4894
H 0.0730 -1.4122 -0.9198
H -2.2310 -0.1741 -2.3215
```

Entry 11:
Entry from OMol25: 4 unconnected molecules or ions with the total composition C2H10O5 at a distorted geometry (the ωB97M-V functional and the def2-TZVPD basis).

Strongest force on any atom   1.52 eV/A
Total energy   -458.41936 Ha
SMILES   CC(=O)O.O.O.O
E_HOMO   -10.78 eV
Molar mass   114.10 g/mol
HOMO-LUMO gap   11.24 eV
Energy above the lowest of the compared OMol25 structures with the same formula, charge and spin   59.2 kJ/mol
LUMO energy   0.464 eV

```
17
C2H10O5, DFT the ωB97M-V functional and the def2-TZVPD basis
C -1.2038 -2.3864 -0.4339
C -0.2874 -1.2299 -0.1539
O 0.5829 -1.1951 0.6776
O -0.4251 -0.2116 -1.0429
H -0.6194 -3.2363 -0.7935
H -1.6890 -2.6474 0.5050
H -1.9286 -2.1124 -1.1988
H 0.4479 0.2293 -1.0165
O 1.5276 1.3092 1.5412
H 1.9654 1.4917 2.3801
H 1.0499 0.4822 1.7256
O -2.0459 1.3140 1.1972
H -1.4219 0.5824 1.1131
H -1.4606 2.0632 1.0256
O 1.5107 1.6626 -1.9300
H 2.4076 1.3289 -2.0213
H 1.5897 2.5556 -1.5745
```

Entry 12:
Entry from OMol25: 2 unconnected molecules or ions with the total composition C2H10S4Si2 at a distorted geometry (the ωB97M-V functional and the def2-TZVPD basis).

Strongest force on any atom   5.40 eV/A
Total energy   -2253.91243 Ha
E_HOMO (spin up / spin down)   -6.95 / -8.73 eV
Molar mass   218.54 g/mol
HOMO-LUMO gap (spin up / spin down)   4.79 / 8.10 eV
Energy above the lowest of the compared OMol25 structures with the same formula, charge and spin   310.7 kJ/mol
LUMO energy (spin up / spin down)   -2.167 / -0.623 eV

```
18
C2H10S4Si2, DFT the ωB97M-V functional and the def2-TZVPD basis
C 4.0612 -0.2245 1.0529
C -3.5687 1.2248 -0.1181
Si 2.3873 -0.2247 0.2788
Si -1.9392 0.3092 0.2519
S 2.2641 1.7196 -0.5884
S 2.0236 -1.8773 -0.9562
S -2.6557 -1.7010 0.7353
S -1.1636 -0.1692 -1.8800
H 4.5066 -1.2416 1.4226
H 4.8049 0.0657 0.4388
H 4.1674 0.4494 2.0380
H -3.9829 0.7152 -0.9840
H -4.2999 1.0887 0.7287
H -3.3829 2.1996 -0.3171
H 1.0090 1.7166 -1.0726
H 0.6248 -1.5414 -1.1428
H -2.7155 -1.4024 2.0516
H -2.1404 -1.1065 -1.9394
```

Entry 13:
Entry from OMol25: 2 unconnected molecules or ions with the total composition C2H11N2 at a distorted geometry (the ωB97M-V functional and the def2-TZVPD basis).

Strongest force on any atom   1.33 eV/A
Charge   +1
Total energy   -192.08386 Ha
E_HOMO   -15.47 eV
Molar mass   63.12 g/mol
HOMO-LUMO gap   12.24 eV
Energy above the lowest of the compared OMol25 structures with the same formula, charge and spin   7.5 kJ/mol
LUMO energy   -3.232 eV

```
15
C2H11N2, DFT the ωB97M-V functional and the def2-TZVPD basis
N -1.4849 2.1048 -0.9875
H -1.5690 2.7563 -0.2087
H -1.1442 2.6119 -1.7908
H -2.4077 1.7801 -1.2087
C 1.0823 -1.8929 0.9054
C 0.1690 -1.1045 -0.0122
N 0.4537 0.3948 0.1202
H 0.7968 -2.9404 0.8557
H 2.1280 -1.7340 0.6546
H 0.9491 -1.5961 1.9494
H 0.3373 -1.3239 -1.0610
H -0.8802 -1.2134 0.2425
H 0.5162 0.5991 1.1175
H -0.3238 0.9744 -0.3091
H 1.3772 0.5837 -0.2675
```

Entry 14:
Entry from OMol25: 3 unconnected molecules or ions with the total composition C2H11N2O2 at a distorted geometry (the ωB97M-V functional and the def2-TZVPD basis).

Strongest force on any atom   1.21 eV/A
Charge   +1
Total energy   -342.52127 Ha
E_HOMO   -12.63 eV
Molar mass   95.12 g/mol
HOMO-LUMO gap   9.71 eV
Energy above the lowest of the compared OMol25 structures with the same formula, charge and spin   176.4 kJ/mol
LUMO energy   -2.922 eV

```
17
C2H11N2O2, DFT the ωB97M-V functional and the def2-TZVPD basis
C -0.9542 0.2851 -0.6935
C -0.5550 1.1831 0.2309
N -1.4050 1.9211 0.9937
N 0.0085 -0.7898 -1.0537
H -1.7242 0.3433 -1.4470
H 0.4970 1.4092 0.3891
H -1.1146 2.3553 1.8394
H -2.2978 2.2493 0.6612
H -0.3391 -1.2842 -1.8710
H 0.0590 -1.5367 -0.3551
H 0.9764 -0.4247 -1.2667
H 2.9211 0.5325 -1.9172
H 3.3052 -0.6594 -0.9925
O 2.6364 -0.3340 -1.6061
H -1.0202 -1.0105 2.1285
H -0.8498 -2.3379 2.6696
O -0.3845 -1.7405 2.0640
```

Entry 15:
Entry from OMol25: 3 unconnected molecules or ions with the total composition C2H11N2O2 at a distorted geometry (the ωB97M-V functional and the def2-TZVPD basis).

Strongest force on any atom   5.02 eV/A
Charge   +1
Total energy   -342.48897 Ha
E_HOMO   -14.65 eV
Molar mass   95.12 g/mol
HOMO-LUMO gap   10.48 eV
Energy above the lowest of the compared OMol25 structures with the same formula, charge and spin   261.2 kJ/mol
LUMO energy   -4.169 eV

```
17
C2H11N2O2, DFT the ωB97M-V functional and the def2-TZVPD basis
C -0.2560 0.8624 1.4631
N -0.0208 -0.4842 0.7295
C 0.4080 -1.5712 1.3923
N 0.0126 -2.8462 1.2482
H -1.1875 1.0660 1.9492
H 0.4222 0.9222 2.2335
H -0.3429 1.5947 0.5820
H 0.0106 -0.8320 -0.2394
H 1.0533 -1.4265 2.2876
H -0.0103 -3.5267 0.3684
H 0.3835 -3.4265 2.0734
H 0.2076 3.4377 -1.6392
H -0.9477 3.2031 -2.5947
O -0.1153 2.8293 -2.2724
H 0.0222 -0.7081 -2.8718
H 0.1559 0.9015 -2.5285
O 0.2046 0.0043 -2.1811
```